No. 1
ORCA calculation (ωB97M-V/def2-TZVPD) on an isolated molecule of C4H7NO2.

Energy above the lowest of the compared OMol25 structures with the same formula, charge and spin   4.7649 eV
Orbital gap (spin up / spin down)   8.4 / 8.4 eV

```
14
Properties=species:S:1:pos:R:3:forces:R:3
C 0.456 0.382 -0.442 1.56 -1.24 4.48
O 0.760 -0.414 1.039 0.16 1.82 -4.29
O -1.283 1.773 -1.248 0.72 -0.83 -0.53
C 1.415 0.562 -1.325 0.27 -0.34 -0.17
N -1.651 0.586 0.681 -0.22 2.65 -0.58
H 1.475 1.470 -1.920 -0.61 -0.41 -0.38
H 2.180 -0.189 -1.495 0.29 0.32 0.56
H 0.762 -2.216 1.986 0.08 0.26 -0.21
H -2.196 2.021 -1.040 0.05 -0.15 0.31
H -0.742 -1.834 1.140 0.13 0.00 -0.11
H -1.384 0.973 1.596 0.30 -1.67 -0.08
C 0.352 -1.753 1.077 -0.57 -0.63 -0.11
C -0.844 0.964 -0.255 -2.20 0.17 0.92
H 0.700 -2.326 0.206 0.03 0.05 0.18
```
Positions in Å, forces in eV/Å.

No. 2
ORCA calculation (ωB97M-V/def2-TZVPD) on a structure of composition C4H7NO2.

Energy above the lowest of the compared OMol25 structures with the same formula, charge and spin   5.3786 eV
Orbital gap   8.2 eV

```
14
Properties=species:S:1:pos:R:3:forces:R:3
O 1.382 0.431 -1.645 -1.00 0.64 1.55
H 2.805 0.155 0.516 -0.20 0.10 -0.16
C -0.969 0.368 0.016 -5.68 -1.75 0.80
N -2.558 -0.571 0.146 -0.37 1.47 -0.84
H -1.233 1.129 -0.712 0.42 0.00 0.08
H -0.905 0.646 1.065 0.44 0.21 -0.28
H -0.116 -1.625 0.351 -0.28 0.11 -0.02
O -3.403 -0.293 -0.635 1.43 -0.23 1.04
H 1.703 1.472 0.965 0.17 -0.04 0.12
H 1.424 -0.172 1.576 -0.13 0.07 -0.07
C 0.943 0.157 -0.528 2.33 -3.77 -2.43
C -0.294 -0.877 -0.417 3.22 2.68 -0.23
C 1.761 0.410 0.717 -0.27 0.52 0.24
H -0.541 -1.229 -1.415 -0.07 0.00 0.20
```
Positions in Å, forces in eV/Å.

No. 3
ORCA calculation (ωB97M-V/def2-TZVPD) on a cluster of 2 separate species, C4H7NO2 in total.

Energy above the lowest of the compared OMol25 structures with the same formula, charge and spin   4.1027 eV
Orbital gap   10.5 eV

```
14
Properties=species:S:1:pos:R:3:forces:R:3
C -0.946 0.049 -1.060 -0.16 -0.02 -0.34
C 1.330 -1.552 0.367 0.47 -0.12 -0.26
H -0.363 -0.598 -1.719 -0.12 0.23 0.01
N -0.754 -0.330 0.359 0.36 0.00 0.12
H -0.623 1.130 1.912 -0.15 0.08 -0.13
H 1.639 -0.742 1.047 0.00 -0.02 -0.05
H 1.563 0.924 -0.855 0.09 -0.04 -0.01
H -1.945 0.302 -1.410 -0.06 -0.10 0.09
O 1.039 1.479 -0.257 0.13 -0.48 0.03
O 1.558 -1.513 -0.825 0.00 0.06 0.44
H -2.113 1.348 0.846 -0.09 -0.04 0.03
C -1.094 0.980 0.941 -0.25 0.33 0.21
C -0.214 0.971 -0.209 -0.09 0.08 0.02
H 0.924 -2.447 0.863 -0.14 0.03 -0.14
```
Positions in Å, forces in eV/Å.

No. 4
ORCA calculation (ωB97M-V/def2-TZVPD) on a cluster of 2 separate species, C4H7NO2 in total.

Energy above the lowest of the compared OMol25 structures with the same formula, charge and spin   3.6013 eV
Orbital gap   10.3 eV

```
14
Properties=species:S:1:pos:R:3:forces:R:3
H 0.477 -2.441 0.656 -0.19 -0.37 0.17
C 1.367 -0.406 0.308 0.16 0.37 0.34
O -1.904 -1.115 0.044 0.44 0.49 -0.20
H 0.777 1.824 -0.239 -0.14 0.08 -0.18
C -1.160 -0.213 -0.202 -0.32 -0.37 0.18
O 1.354 0.132 1.392 0.25 0.03 -0.57
H 0.532 -2.080 1.301 -0.16 -0.52 0.02
H -2.031 1.772 -0.736 0.03 -0.11 0.11
C 0.296 -0.108 -0.729 0.15 -0.06 -0.07
C -1.227 1.304 -0.159 -0.30 0.11 0.08
H -1.243 1.677 0.873 0.02 -0.05 -0.13
H 2.190 -1.078 0.001 -0.09 0.06 0.10
H 0.478 -0.621 -1.682 0.04 0.11 0.18
N 0.095 1.354 -0.827 0.12 0.22 -0.02
```
Positions in Å, forces in eV/Å.

No. 5
ORCA calculation (ωB97M-V/def2-TZVPD) on a structure of composition C4H7NO2.

Energy above the lowest of the compared OMol25 structures with the same formula, charge and spin   6.1673 eV
Orbital gap   10.1 eV

```
14
Properties=species:S:1:pos:R:3:forces:R:3
H 0.883 -2.299 0.004 0.05 0.13 0.03
N -1.879 0.118 1.338 0.40 -0.13 -0.15
O -0.681 -0.642 2.315 0.05 -0.03 0.05
C 1.359 -1.324 0.142 0.04 -0.01 -0.02
H -2.476 1.085 -1.063 -0.06 0.06 -0.06
C 0.338 -0.223 0.027 0.06 -0.15 0.14
C -0.699 -0.222 1.079 -0.35 0.16 0.05
H 0.080 1.964 -0.289 0.06 -0.15 -0.04
H 1.832 -1.305 1.128 -0.07 0.00 -0.13
C 0.620 1.074 -0.610 0.14 0.26 0.04
H 2.127 -1.197 -0.626 -0.12 0.00 0.11
O -0.164 0.090 -1.260 -0.07 -0.08 -0.10
H -2.954 1.647 -1.158 0.02 -0.03 0.03
H 1.614 1.234 -1.025 -0.15 -0.05 0.07
```
Positions in Å, forces in eV/Å.

No. 6
ORCA calculation (ωB97M-V/def2-TZVPD) on an isolated molecule of C4H7NO2.

Energy above the lowest of the compared OMol25 structures with the same formula, charge and spin   0.5146 eV
Orbital gap   10.3 eV

```
14
Properties=species:S:1:pos:R:3:forces:R:3
H 0.438 0.840 2.116 -0.14 -0.13 -0.19
H -0.069 1.374 -0.436 -0.04 -0.12 -0.09
C -0.879 -0.141 0.802 -0.21 -0.03 0.08
H 1.470 -1.266 -0.172 -0.10 0.15 -0.07
H -1.801 -0.549 -1.581 0.05 0.05 0.00
H 1.857 0.007 -1.351 -0.07 -0.03 0.14
C -0.780 -0.156 -1.709 0.10 0.01 -0.36
H 1.948 0.342 0.387 -0.03 -0.08 -0.12
C 1.388 -0.195 -0.384 0.10 0.00 0.02
O -0.274 -0.060 -2.803 -0.06 -0.02 0.60
C -0.072 0.273 -0.425 0.01 0.08 -0.02
O -1.910 -0.789 0.732 0.33 0.12 -0.01
H -0.922 0.036 2.821 0.04 0.01 -0.04
N -0.393 0.282 2.001 0.03 0.00 0.09
```
Positions in Å, forces in eV/Å.

No. 7
ORCA calculation (ωB97M-V/def2-TZVPD) on a cluster of 2 separate species, C4H7NO2 in total.

Energy above the lowest of the compared OMol25 structures with the same formula, charge and spin   4.7249 eV
Orbital gap   9.8 eV

```
14
Properties=species:S:1:pos:R:3:forces:R:3
C -0.513 -0.591 0.899 -0.12 -0.18 0.22
H -0.626 1.160 -2.284 -0.06 -0.11 -0.03
C 0.595 -1.144 0.048 0.10 -0.11 -0.15
N 1.639 0.646 1.725 -0.08 0.19 -0.10
C -1.476 0.471 -2.137 -0.04 -0.24 -0.15
H 0.503 -1.102 -1.035 0.02 -0.01 0.20
O -1.436 -0.688 -2.471 -0.05 0.49 0.12
H -2.379 0.921 -1.682 0.08 -0.09 -0.03
H -1.216 -0.931 1.644 0.12 0.07 -0.11
H 1.132 -1.998 0.461 -0.08 0.12 -0.03
O -0.509 0.744 0.320 0.00 0.16 -0.09
H 2.371 1.151 1.239 -0.07 -0.03 0.06
C 0.705 0.114 0.852 0.13 -0.16 0.12
H 1.212 1.246 2.422 0.04 -0.11 -0.02
```
Positions in Å, forces in eV/Å.

No. 8
ORCA calculation (ωB97M-V/def2-TZVPD) on an isolated molecule of C4H7NO2.

Energy above the lowest of the compared OMol25 structures with the same formula, charge and spin   1.0047 eV
Orbital gap   10.7 eV

```
14
Properties=species:S:1:pos:R:3:forces:R:3
H 1.558 0.833 -0.017 0.01 -0.16 -0.05
O -1.171 1.126 0.055 -0.04 0.01 0.16
N -1.107 0.792 2.323 -0.01 -0.16 -0.21
H 2.044 -0.823 0.393 -0.02 0.06 -0.17
C -0.933 0.369 1.154 0.02 0.10 0.22
H 2.095 -0.277 -1.300 -0.08 0.03 0.08
O -0.463 -0.857 0.784 -0.05 0.10 0.15
H -0.365 1.024 -1.831 -0.05 -0.11 0.11
C 1.542 -0.208 -0.360 0.05 0.01 -0.03
H -1.742 -0.083 -1.527 0.13 0.06 0.07
H 0.055 -1.652 -1.037 -0.04 0.12 0.10
H -0.790 0.086 2.984 -0.12 0.06 -0.03
C 0.109 -0.690 -0.521 0.12 -0.01 -0.20
C -0.834 0.360 -1.101 0.07 -0.10 -0.20
```
Positions in Å, forces in eV/Å.

No. 9
ORCA calculation (ωB97M-V/def2-TZVPD) on an isolated molecule of C4H7NO2.

Energy above the lowest of the compared OMol25 structures with the same formula, charge and spin   1.1692 eV
Orbital gap   11.1 eV

```
14
Properties=species:S:1:pos:R:3:forces:R:3
H 1.802 1.359 0.935 -0.45 -0.06 0.23
H -1.050 -0.896 1.325 0.62 0.55 -1.23
O 0.913 -0.681 -1.031 0.43 -0.02 2.09
C 1.383 -0.475 0.319 2.10 -0.70 -1.02
H -0.913 0.016 -1.794 0.46 -0.28 0.49
H -2.159 -0.686 -0.011 -0.87 -0.30 0.16
H -1.022 -2.052 -0.015 -0.05 0.44 -0.22
C -0.017 1.264 -0.191 -0.28 0.05 0.06
H 0.388 2.030 -0.861 -0.14 -0.26 -0.14
C -0.351 -0.083 -0.846 -1.09 -0.16 0.87
O 2.099 -1.250 0.890 -0.70 0.68 -0.60
H -0.903 1.648 0.318 0.11 0.14 0.02
N 0.977 0.788 0.757 0.40 -0.27 -0.13
C -1.149 -0.981 0.207 -0.51 0.19 -0.57
```
Positions in Å, forces in eV/Å.

No. 10
ORCA calculation (ωB97M-V/def2-TZVPD) on an isolated molecule of C4H7NO2.

Energy above the lowest of the compared OMol25 structures with the same formula, charge and spin   3.7592 eV
Orbital gap (spin up / spin down)   7.4 / 6.6 eV

```
14
Properties=species:S:1:pos:R:3:forces:R:3
H -2.857 0.571 0.776 0.12 -0.01 -0.08
O -0.957 -0.704 1.913 -0.02 0.17 -0.31
H 1.526 0.804 -1.478 -0.17 0.01 0.00
N -2.008 0.464 0.241 0.01 -0.09 0.07
H 1.157 -1.613 1.317 0.03 0.10 -0.14
H 0.646 1.768 -0.315 0.04 0.00 -0.08
H 1.366 -1.847 -0.446 -0.02 0.06 0.06
C -0.976 -0.174 0.807 -0.08 -0.04 0.07
C 0.322 -0.135 0.019 0.15 -0.04 0.03
C 0.509 0.874 -1.026 0.16 -0.36 0.28
H -1.867 0.828 -0.712 -0.01 -0.10 0.11
H 2.352 -0.638 0.346 -0.13 -0.04 -0.04
C 1.358 -1.107 0.372 -0.02 0.09 0.09
O -0.510 0.927 -1.867 -0.06 0.26 -0.06
```
Positions in Å, forces in eV/Å.